Density functional theory data (the ωB97M-V functional and the def2-TZVPD basis) for a structure of composition C37H36N5PPtS3 at a distorted geometry.

```
83
Properties=species:S:1:pos:R:3:forces:R:3:lowdin_charge:R:1
Pt -0.7691 0.8812 0.8211 -1.0 -0.8 -0.2 0.93
N 1.8872 4.2036 -0.0389 0.1 0.0 0.0 0.12
C 1.3417 3.0760 0.4453 -0.1 0.3 0.1 -0.76
S -0.4106 3.1268 0.7243 0.2 0.0 0.1 0.75
N 2.0795 2.0593 0.7402 0.1 -0.1 -0.1 0.02
N 1.3188 1.0648 1.3192 0.1 -0.3 -0.4 -0.14
C 1.7836 0.4473 2.3423 0.0 0.0 0.3 -0.16
C 3.1587 0.5815 2.8587 0.0 0.0 0.0 -0.18
C 4.2476 0.4286 2.0018 0.0 0.0 0.0 -0.03
C 5.5364 0.5455 2.4921 0.0 0.0 0.0 -0.05
C 5.7467 0.8430 3.8324 0.0 0.0 0.0 -0.05
C 4.6665 1.0207 4.6849 0.0 0.0 0.0 -0.05
C 3.3743 0.8771 4.2050 0.0 0.0 0.0 -0.03
C 0.7435 -0.2489 3.1372 0.0 0.1 0.1 -0.22
C 1.0361 -1.1552 4.1391 0.0 0.0 0.0 0.01
C 0.0173 -1.5737 4.9872 0.1 -0.1 0.0 -0.01
C -1.2563 -1.0720 4.8089 -0.1 0.0 0.0 -0.01
C -1.4895 -0.2168 3.7437 0.0 0.0 0.0 -0.14
N -0.5208 0.1792 2.9220 0.0 0.3 0.3 -0.04
H 1.3342 5.0312 -0.1747 0.0 0.0 0.0 0.10
H 2.8874 4.3111 0.0211 0.0 0.0 0.0 0.12
H 4.0833 0.2343 0.9502 0.0 0.0 0.0 0.10
H 6.3788 0.4225 1.8250 0.0 0.0 0.0 0.12
H 6.7551 0.9416 4.2114 0.0 0.0 0.0 0.12
H 4.8292 1.2695 5.7248 0.0 0.0 0.0 0.12
H 2.5366 1.0274 4.8748 0.0 0.0 0.0 0.12
H 2.0531 -1.4952 4.2754 0.0 0.0 0.0 0.13
H 0.2314 -2.2623 5.7938 0.0 0.0 0.0 0.13
H -2.0716 -1.3417 5.4649 0.0 0.0 0.0 0.13
H -2.4828 0.1588 3.5423 0.0 0.0 0.0 0.11
C -1.9028 3.8771 -2.2607 -0.1 -0.1 -0.1 -0.05
C -0.8381 3.1582 -3.0479 0.0 0.0 0.0 -0.24
C -0.3664 3.7970 -4.1916 0.0 0.0 0.0 -0.02
C 0.5365 3.2046 -5.0603 0.0 0.0 0.0 -0.03
C 0.9755 1.9149 -4.8209 0.0 0.0 0.0 -0.05
C 0.5367 1.2535 -3.6894 0.0 0.0 0.0 -0.08
C -0.3314 1.8630 -2.7735 -0.1 0.1 -0.1 -0.27
P -0.9993 0.7784 -1.4951 0.2 -0.1 0.4 1.02
C -0.3654 -0.9182 -1.7660 -0.2 0.0 -0.3 -0.31
C -1.3127 -1.8842 -2.1351 0.1 0.0 0.1 -0.09
C -0.9446 -3.1994 -2.3562 0.0 0.0 0.1 -0.07
C 0.3752 -3.5802 -2.1574 0.0 0.0 0.0 -0.07
C 1.3140 -2.6338 -1.7868 0.0 0.1 -0.1 -0.04
C 0.9820 -1.2861 -1.6314 0.1 -0.1 -0.1 -0.28
C 2.1154 -0.3132 -1.4694 0.1 0.0 0.1 -0.05
C -2.7676 0.7576 -1.7118 0.0 -0.1 0.0 -0.37
C -3.3693 0.6130 -2.9645 0.0 -0.1 0.0 -0.07
C -4.7401 0.4609 -3.0305 0.0 0.0 0.0 -0.04
C -5.4952 0.4666 -1.8561 0.0 0.0 0.0 -0.03
C -4.8928 0.6525 -0.6238 0.0 0.0 0.0 -0.01
C -3.5110 0.8129 -0.5438 0.0 0.1 0.0 -0.34
C -2.8277 1.1677 0.7450 -0.1 0.3 0.0 -0.36
H -2.1788 4.7949 -2.7758 0.0 0.0 0.0 0.09
H -1.5733 4.1430 -1.2639 0.0 0.0 0.1 0.01
H -2.8068 3.2751 -2.1592 0.0 0.0 0.0 0.08
H -0.7406 4.7878 -4.4155 0.0 0.0 0.0 0.12
H 0.8683 3.7411 -5.9394 0.0 0.0 0.0 0.12
H 1.6437 1.4185 -5.5111 0.0 0.0 0.0 0.12
H 0.8476 0.2311 -3.5435 0.0 0.1 0.0 0.09
H -2.3516 -1.6130 -2.2412 0.0 0.0 0.0 0.10
H -1.6901 -3.9184 -2.6690 0.0 0.0 0.0 0.12
H 0.6814 -4.6068 -2.3200 0.0 0.0 0.0 0.12
H 2.3522 -2.9253 -1.6732 0.0 0.0 0.0 0.13
H 2.8716 -0.7193 -0.7955 0.0 0.0 0.0 0.08
H 1.8174 0.6664 -1.1064 0.0 0.0 0.0 0.04
H 2.6041 -0.1551 -2.4344 0.0 -0.1 0.1 0.10
H -2.7674 0.5940 -3.8659 0.0 0.0 0.0 0.13
H -5.2265 0.3289 -3.9873 0.0 0.0 0.0 0.12
H -6.5677 0.3341 -1.9114 0.0 0.0 0.0 0.12
H -5.4928 0.6750 0.2777 0.0 0.0 0.0 0.13
H -3.2791 0.6469 1.5905 0.0 0.0 0.0 0.02
H -2.9851 2.2360 0.9224 0.0 0.0 0.0 0.06
S -2.1843 -1.6057 1.0340 0.2 0.5 -0.3 0.79
C -1.4917 -3.1310 0.9330 0.3 -0.1 0.0 -1.06
N -0.2092 -3.4146 1.0607 -0.1 0.1 0.1 -0.03
C 0.1866 -4.8184 1.0994 0.0 -0.1 -0.1 -0.18
C -0.9901 -5.6122 0.5225 0.1 0.0 0.0 -0.38
S -2.4546 -4.5373 0.6469 -0.1 0.1 0.1 1.00
H 0.4355 -2.6720 1.2876 0.0 0.0 -0.1 0.14
H 0.4039 -5.1142 2.1271 0.0 0.0 0.0 0.13
H 1.0844 -4.9630 0.5002 0.0 0.0 0.0 0.12
H -1.1713 -6.5242 1.0845 0.0 0.0 0.0 0.09
H -0.8332 -5.8701 -0.5226 0.0 0.1 0.0 0.07
```
Positions in Å, forces in eV/Å.

As for the charge: +2. As for the lowest unoccupied orbital energy: -0.2491 Ha. The energy above the lowest of the compared OMol25 structures with the same formula, charge and spin is 25.1 kcal/mol. For the HOMO energy, the calculation gives -13.699 eV. As for the spin multiplicity: 1. For the HOMO-LUMO gap, the calculation gives 6.9 eV. The value obtained for the largest force on an atom is 0.02493 Eh/bohr.



Density functional theory data (the ωB97M-V functional and the def2-TZVPD basis) for a structure of composition C11H7Br2Cl24O9V at a distorted geometry.

```
54
Properties=species:S:1:pos:R:3:forces:R:3:nbo_charge:R:1
V 9.1563 10.1466 16.2229 -0.6 0.8 -0.5 1.46
O 11.9315 10.7150 18.5395 -0.3 -0.6 -0.5 -0.67
C 10.9576 10.4482 17.6392 0.4 4.1 2.1 0.98
O 10.1365 11.4300 17.3289 0.9 -1.6 0.3 -0.68
O 10.8000 9.3422 17.1638 -0.1 -1.7 -0.4 -0.62
H 11.9181 11.6233 18.9015 -0.5 -0.5 -0.7 0.51
O 5.9553 8.7723 17.0506 -0.1 -0.1 0.0 -0.65
C 7.1706 9.2854 16.9971 -0.7 1.2 1.8 0.97
O 7.9609 8.5567 16.3331 1.1 0.9 0.3 -0.64
O 7.5389 10.4168 17.5823 -0.5 -3.4 -2.3 -0.67
H 5.2979 9.2821 17.5219 0.1 0.6 0.4 0.51
O 8.7259 10.8083 12.5844 -3.2 -0.4 3.6 -0.65
C 8.9094 10.6863 13.9327 -0.1 0.9 -1.6 0.99
O 7.9345 10.8285 14.6890 -0.8 0.0 0.3 -0.65
O 10.0529 10.4798 14.4523 0.6 -0.5 -0.6 -0.69
H 9.5393 10.8901 12.2024 3.7 0.2 -1.7 0.49
C 6.6695 16.5340 16.6087 0.6 -1.0 -0.1 -0.21
Cl 5.1197 17.0056 15.9640 -0.3 0.3 0.3 0.08
Cl 7.8735 16.7700 15.3247 0.1 0.0 0.1 0.05
Cl 7.1899 17.4538 18.0469 -0.5 -0.4 -0.5 0.06
Cl 6.5901 14.7427 16.9610 0.2 1.0 0.1 0.03
C 12.7554 11.7811 9.4214 -0.3 -0.3 0.0 -0.18
Cl 12.1043 12.1375 7.7655 0.6 0.1 1.1 0.05
Cl 13.9322 10.4343 9.2841 -0.9 0.4 0.2 0.06
Cl 13.6164 13.1254 10.2152 -0.6 -0.3 -0.6 0.07
Cl 11.2868 11.3527 10.4498 1.2 0.1 -0.7 -0.01
C 12.8456 8.0531 13.3291 0.6 -0.8 -0.2 -0.20
Cl 13.7318 9.5761 13.2021 0.0 -0.2 0.1 0.06
Cl 12.0440 7.9300 14.9032 0.3 0.0 -0.7 0.09
Cl 11.7236 7.9464 11.9684 -0.3 0.1 0.3 0.05
Cl 14.0226 6.6463 13.1047 -0.6 0.9 0.4 0.01
C 8.7568 8.0391 7.5955 -1.1 -0.3 0.1 -0.23
Cl 8.0258 6.8289 6.4764 -0.1 0.5 0.5 0.03
Cl 7.6541 8.5106 8.9336 0.1 -0.7 -0.1 0.04
Cl 10.2063 7.3314 8.2230 0.6 -0.1 0.4 0.08
Cl 9.0416 9.5101 6.7433 0.5 0.7 -0.8 0.08
C 5.2402 8.8618 12.7692 0.0 0.1 1.0 -0.19
Cl 4.8432 8.4233 11.1377 0.1 -0.4 -0.4 0.08
Cl 6.9071 8.2089 13.2067 -1.4 0.8 -0.4 0.03
Cl 4.9879 10.6385 12.9065 0.8 -0.6 0.1 0.05
Cl 4.0542 8.1375 13.9201 0.5 0.0 -0.4 0.03
C 11.5851 14.1367 14.5938 0.0 -0.5 -0.4 -0.22
Cl 10.8512 13.9309 16.1878 0.4 0.5 -0.3 0.08
Cl 10.2736 14.1681 13.3987 -0.1 0.2 0.0 0.04
Cl 12.5887 15.5897 14.4134 -0.4 -0.2 0.4 0.06
Cl 12.5984 12.7169 14.2187 -0.1 0.1 0.2 0.04
Br 3.9239 13.9119 13.3829 -0.3 0.1 0.2 0.00
C 5.6345 14.6574 12.8795 -0.1 1.2 -0.5 -0.46
C 5.7906 14.4672 11.3572 0.2 -0.7 1.4 -0.46
Br 7.6025 14.8679 10.9458 1.1 0.1 -0.3 0.00
H 6.3808 14.0797 13.4269 0.0 0.1 -0.2 0.24
H 5.6763 15.7219 13.2083 -0.1 -0.9 -0.3 0.23
H 5.2388 15.0453 10.6375 -0.7 0.3 0.4 0.24
H 5.6159 13.4096 11.2286 0.1 -0.2 -0.6 0.23
```
Positions in Å, forces in eV/Å.

As for the lowest unoccupied orbital energy (alpha / beta): -0.0198 / -0.0135 Ha. For the HOMO energy (alpha / beta), the calculation gives -10.051 / -10.349 eV. Its expectation value of S² is 2.0090. As for the spin multiplicity: 3. For the HOMO-LUMO gap (alpha / beta), the calculation gives 9.5 / 10.0 eV. The value obtained for the largest force on an atom is 0.09337 Eh/bohr.